{
  "formula": "C34H27F4MnN5O2S",
  "method": "ωB97M-V/def2-TZVPD",
  "elements": ["Mn", "C", "C", "N", "C", "C", "C", "C", "N", "C", "C", "F", "C", "F", "C", "C", "F", "C", "F", "H", "H", "H", "H", "H", "H", "H", "H", "H", "H", "H", "H", "H", "H", "H", "O", "C", "O", "C", "C", "C", "C", "C", "C", "S", "H", "H", "H", "H", "N", "C", "C", "C", "C", "N", "C", "C", "H", "H", "H", "H", "N", "C", "C", "C", "C", "C", "C", "C", "C", "C", "H", "H", "H", "H"],
  "coordinates": [[0.3868, 0.1383, -0.0026], [3.0360, -1.0809, 3.2371], [2.4269, 0.3146, 3.2716], [0.9887, 0.3356, 3.0018], [0.2476, -0.4395, 3.9982], [-0.9577, -1.1409, 3.3914], [0.5039, 1.7132, 3.0008], [0.8187, 2.5612, 1.7747], [-0.0201, 2.1407, 0.6660], [-0.3857, 3.0786, -0.2378], [-1.5383, 2.8881, -1.0476], [-2.2915, 1.7941, -0.8503], [-1.9577, 3.7878, -1.9938], [-3.0743, 3.5092, -2.7040], [-1.3071, 4.9903, -2.2162], [-0.2027, 5.2208, -1.4286], [0.4925, 6.3738, -1.5935], [0.2498, 4.3205, -0.4848], [1.4054, 4.6509, 0.1486], [4.1026, -1.0123, 3.0217], [2.5668, -1.6756, 2.4528], [2.9174, -1.6132, 4.1837], [2.9125, 0.9295, 2.5195], [2.6297, 0.7871, 4.2526], [-0.0707, 0.2190, 4.8241], [0.9106, -1.1860, 4.4355], [-1.6365, -0.4267, 2.9211], [-1.5060, -1.6970, 4.1571], [-0.6268, -1.8286, 2.6116], [0.8991, 2.2321, 3.8955], [-0.5860, 1.6830, 3.0824], [1.8872, 2.5598, 1.5375], [0.5566, 3.5832, 2.0701], [-1.6425, 5.6974, -2.9584], [4.3441, 1.0107, -0.1593], [3.4189, 0.2166, -0.2781], [2.1866, 0.5525, -0.1264], [3.7132, -1.2283, -0.6019], [5.0448, -1.5249, -0.8981], [5.4699, -2.8112, -1.1626], [4.5362, -3.8436, -1.1282], [3.2159, -3.5695, -0.8415], [2.7639, -2.2633, -0.5743], [1.0480, -2.1609, -0.2040], [5.7414, -0.6972, -0.9109], [6.5095, -3.0147, -1.3895], [4.8416, -4.8650, -1.3273], [2.4837, -4.3678, -0.8167], [0.2666, 1.2948, -7.5481], [0.2286, 1.1436, -6.3926], [0.1805, 0.9614, -5.0057], [0.9037, 1.8053, -4.0976], [0.8561, 1.5625, -2.7587], [0.1375, 0.5510, -2.1843], [-0.5608, -0.2466, -3.0420], [-0.5742, -0.0940, -4.3943], [1.4932, 2.6314, -4.4736], [1.4186, 2.1900, -2.0768], [-1.1342, -1.0373, -2.5709], [-1.1541, -0.7713, -5.0082], [-8.4823, -4.3486, 0.7533], [-7.4687, -3.8069, 0.6803], [-6.2048, -3.1362, 0.5904], [-6.0638, -1.9897, -0.1938], [-4.8454, -1.3485, -0.2791], [-3.7270, -1.8343, 0.4134], [-3.8810, -2.9868, 1.1998], [-5.0986, -3.6277, 1.2876], [-2.4670, -1.1838, 0.3250], [-1.3932, -0.6209, 0.2437], [-6.9218, -1.6099, -0.7337], [-4.7319, -0.4576, -0.8823], [-3.0200, -3.3634, 1.7354], [-5.2089, -4.5178, 1.8940]],
  "charge": -2,
  "multiplicity": 6,
  "max_force_ev_per_a": 1.0,
  "orbital_gap_ev": [3.92, 6.45],
  "lumo_ev": [4.049, 3.885],
  "e_above_lowest_kj_mol": 21.5
}